{"formula": "C44H43BiF8N4O3S2Te", "method": "wB97M-V/def2-TZVPD", "symbols": ["Bi", "F", "C", "F", "F", "C", "C", "C", "C", "N", "C", "S", "H", "H", "H", "C", "C", "N", "C", "C", "C", "S", "N", "C", "O", "C", "C", "C", "C", "C", "C", "H", "H", "H", "H", "H", "H", "H", "H", "H", "H", "H", "H", "H", "H", "H", "C", "C", "O", "N", "Te", "C", "C", "C", "C", "C", "C", "C", "C", "C", "C", "C", "C", "C", "C", "C", "C", "C", "C", "H", "H", "H", "H", "H", "H", "H", "H", "H", "H", "H", "H", "H", "H", "H", "H", "H", "H", "H", "H", "H", "H", "H", "H", "H", "F", "C", "C", "F", "C", "F", "C", "O", "C", "F", "C", "F"], "positions_angstrom": [[0.0156, 0.5454, -0.4006], [3.1118, 1.3665, 2.5725], [3.1406, 0.3776, 3.4826], [2.3167, 0.7266, 4.4822], [4.3934, 0.4010, 4.0081], [2.8219, -0.9754, 2.9042], [3.7886, -1.9653, 2.9573], [3.5217, -3.2151, 2.4229], [2.2679, -3.4208, 1.8742], [1.3222, -2.4900, 1.8439], [1.5696, -1.2664, 2.3161], [0.2906, -0.0647, 2.1993], [4.7499, -1.7524, 3.4041], [4.2643, -4.0012, 2.4245], [1.9986, -4.3704, 1.4233], [-2.9562, 4.4130, -3.3060], [-3.6866, 3.1456, -3.7256], [-3.5409, 2.0878, -2.7293], [-4.6450, 1.9390, -1.7881], [-5.7309, 1.0139, -2.3167], [-2.4480, 1.3022, -2.7497], [-2.3442, 0.0153, -1.5457], [-1.6206, 1.4722, -3.7555], [-0.3618, 1.0190, -3.8479], [0.4585, 0.9387, -2.9234], [0.0954, 0.6786, -5.2369], [1.4106, 0.2671, -5.4259], [1.8613, -0.0598, -6.6953], [1.0007, 0.0205, -7.7821], [-0.3130, 0.4296, -7.5969], [-0.7641, 0.7585, -6.3278], [-3.1005, 5.2014, -4.0471], [-1.8888, 4.2142, -3.2138], [-3.3195, 4.7734, -2.3421], [-3.3022, 2.7823, -4.6773], [-4.7556, 3.3354, -3.8382], [-5.0440, 2.9383, -1.6032], [-4.2568, 1.5638, -0.8468], [-6.1177, 1.3597, -3.2779], [-6.5612, 0.9691, -1.6101], [-5.3342, 0.0062, -2.4453], [2.0680, 0.2177, -4.5673], [2.8861, -0.3779, -6.8373], [1.3539, -0.2361, -8.7734], [-0.9863, 0.4928, -8.4426], [-1.7838, 1.0796, -6.1659], [-1.3143, -2.7778, 0.0106], [0.0501, -2.6980, -0.6413], [0.6325, -3.7862, -0.9217], [0.5610, -1.5186, -0.9529], [2.4150, -2.4718, -2.1559], [3.9446, -3.9854, -1.9239], [3.6454, -5.2509, -2.4445], [2.3298, -5.5540, -3.1144], [4.5890, -6.2695, -2.3290], [5.8083, -6.0694, -1.7003], [6.8196, -7.1783, -1.5842], [6.0696, -4.8153, -1.1645], [5.1569, -3.7692, -1.2568], [5.5137, -2.4469, -0.6376], [3.7596, -0.8656, -2.6634], [4.4174, -0.9351, -3.9020], [4.3399, -2.1493, -4.7915], [5.1971, 0.1388, -4.3209], [5.3324, 1.2869, -3.5532], [6.1550, 2.4531, -4.0303], [4.6958, 1.3262, -2.3226], [3.9275, 0.2638, -1.8541], [3.3796, 0.3785, -0.4566], [-1.4517, -3.7775, 0.4155], [-2.0837, -2.5833, -0.7382], [-1.4000, -2.0450, 0.8123], [1.4876, -5.2835, -2.4755], [2.2601, -6.6174, -3.3443], [2.2243, -4.9957, -4.0481], [4.3536, -7.2486, -2.7341], [6.4367, -8.1058, -2.0096], [7.0783, -7.3668, -0.5406], [7.7433, -6.9235, -2.1078], [7.0101, -4.6427, -0.6492], [6.3192, -2.5709, 0.0873], [4.6543, -2.0167, -0.1233], [5.8393, -1.7274, -1.3917], [3.3104, -2.4819, -4.9365], [4.8865, -2.9871, -4.3508], [4.7764, -1.9362, -5.7678], [5.6966, 0.0807, -5.2830], [6.4845, 2.3078, -5.0589], [7.0424, 2.5872, -3.4080], [5.5812, 3.3799, -3.9850], [4.8001, 2.2075, -1.6964], [2.9125, 1.3511, -0.2921], [4.1940, 0.3028, 0.2689], [2.6683, -0.4112, -0.2141], [-6.5779, 3.2593, 1.7860], [-5.2840, 2.9675, 1.5523], [-4.7702, 1.7224, 1.8704], [-5.5771, 0.7997, 2.4167], [-3.4441, 1.4242, 1.6244], [-2.9986, 0.1995, 1.9377], [-2.5472, 2.3479, 1.0474], [-1.3048, 2.0890, 0.8225], [-3.1178, 3.5993, 0.7365], [-2.3472, 4.5398, 0.1605], [-4.4409, 3.9043, 0.9835], [-4.9259, 5.1132, 0.6485]], "forces_ev_per_a": [[-0.061, 0.057, 0.072], [0.000, -0.004, -0.011], [-0.003, -0.001, 0.006], [-0.001, -0.001, -0.003], [-0.010, 0.001, -0.004], [-0.022, -0.002, -0.017], [0.013, -0.008, -0.004], [0.031, 0.008, -0.027], [-0.020, 0.023, -0.027], [-0.056, -0.013, -0.032], [0.055, -0.001, -0.047], [-0.018, 0.019, 0.027], [-0.001, -0.003, 0.000], [0.000, -0.001, 0.000], [0.006, -0.008, 0.004], [-0.008, 0.004, 0.002], [-0.002, 0.003, -0.007], [0.022, 0.016, 0.000], [-0.013, -0.031, -0.007], [-0.001, -0.002, 0.003], [0.004, 0.036, 0.055], [-0.032, -0.034, -0.041], [0.017, -0.021, -0.007], [-0.062, 0.024, -0.005], [0.023, -0.037, 0.009], [0.005, 0.019, -0.017], [0.004, 0.033, 0.005], [0.001, -0.006, 0.008], [0.002, -0.008, -0.001], [0.000, -0.004, 0.003], [-0.007, -0.014, 0.007], [-0.001, -0.001, -0.005], [-0.001, 0.001, 0.000], [0.004, -0.003, -0.007], [0.003, -0.003, -0.002], [0.000, 0.002, 0.002], [0.000, -0.005, -0.011], [-0.006, 0.001, 0.004], [-0.001, 0.001, -0.001], [-0.002, -0.001, 0.001], [0.001, 0.001, -0.001], [0.005, -0.008, -0.005], [0.030, -0.005, 0.016], [-0.001, 0.000, -0.001], [0.000, -0.002, 0.000], [-0.001, 0.003, -0.001], [0.040, -0.001, 0.025], [0.015, 0.027, -0.048], [-0.021, 0.021, 0.032], [-0.032, -0.103, 0.151], [0.051, 0.038, -0.106], [-0.078, 0.003, 0.021], [-0.020, -0.024, 0.016], [0.005, -0.012, -0.006], [-0.002, 0.007, 0.024], [0.006, 0.003, 0.003], [0.000, -0.002, 0.000], [0.007, -0.004, -0.006], [0.008, 0.030, -0.020], [0.049, -0.021, 0.050], [-0.010, 0.002, -0.053], [0.013, -0.003, -0.012], [0.019, -0.006, 0.012], [-0.032, 0.004, -0.012], [0.002, 0.011, 0.008], [0.008, -0.001, 0.003], [0.005, -0.008, 0.013], [-0.048, 0.000, -0.040], [0.059, -0.035, 0.016], [0.005, 0.002, 0.016], [0.020, -0.021, -0.008], [-0.020, 0.012, 0.012], [0.012, 0.001, -0.006], [0.011, 0.002, -0.016], [-0.004, 0.015, 0.001], [0.000, 0.002, -0.002], [0.000, 0.000, 0.000], [0.001, 0.000, 0.001], [0.001, -0.001, 0.000], [-0.001, 0.001, 0.002], [0.002, -0.013, 0.005], [-0.019, 0.020, 0.023], [0.007, -0.023, 0.039], [-0.018, 0.027, -0.018], [-0.023, -0.008, -0.003], [0.007, -0.002, -0.002], [0.006, 0.000, 0.001], [0.001, 0.000, -0.001], [-0.001, 0.001, 0.000], [-0.002, 0.001, -0.001], [0.002, 0.000, -0.001], [0.024, 0.015, -0.014], [0.003, 0.005, 0.008], [0.051, -0.019, 0.000], [-0.001, -0.002, 0.000], [-0.002, 0.009, -0.009], [-0.003, -0.013, -0.007], [0.006, 0.004, -0.002], [-0.005, 0.002, -0.012], [0.000, 0.007, -0.011], [-0.009, -0.006, 0.016], [-0.009, 0.030, -0.057], [0.002, -0.002, 0.030], [0.011, 0.004, -0.001], [0.011, 0.000, 0.025], [-0.004, -0.001, -0.008]], "mulliken_charge": [1.61, -0.16, 0.55, -0.25, -0.34, -0.06, -0.36, -0.57, -0.41, -0.19, 0.33, -0.41, 0.47, 0.44, 0.35, -0.94, -0.67, 0.45, -0.09, -1.42, 0.21, -0.28, -0.27, 0.11, -0.69, -0.18, 0.52, -0.69, -0.51, -0.72, -0.13, 0.43, 0.22, 0.17, 0.31, 0.49, 0.42, -0.49, 0.34, 0.46, 0.26, 0.22, 0.40, 0.39, 0.39, 0.41, -1.41, 1.06, -0.64, -0.12, 0.62, -0.06, 0.74, -1.64, -0.99, 0.68, -1.53, -1.02, 1.51, -0.94, 0.47, 0.67, -2.10, -0.74, 0.74, -1.74, -1.12, 1.68, -1.71, 0.40, 0.33, 0.19, 0.26, 0.44, 0.26, 0.28, 0.36, 0.34, 0.31, 0.38, 0.44, -0.42, 0.33, 0.34, 0.36, 0.51, 0.30, 0.38, 0.32, 0.37, 0.46, 0.99, 0.46, -0.98, -0.37, 0.75, 0.27, -0.35, 0.00, -0.38, 0.66, -0.99, 0.16, -0.46, 0.18, -0.39], "homo_energy_ev": [-4.382, -5.292], "spin_multiplicity": 2, "charge": -1, "homo_lumo_gap_ev": [6.4853, 6.6966], "s_squared": 0.76, "relative_energy_kj_mol": 0.00}



{"formula": "C25H22IMnN6S4", "method": "wB97M-V/def2-TZVPD", "symbols": ["Mn", "S", "C", "C", "C", "C", "C", "N", "H", "H", "H", "H", "N", "C", "C", "C", "C", "C", "C", "S", "N", "C", "C", "C", "C", "C", "C", "N", "H", "H", "H", "H", "H", "H", "H", "H", "H", "I", "C", "C", "C", "C", "N", "C", "H", "H", "H", "H", "S", "C", "N", "C", "C", "S", "H", "H", "H", "H", "H"], "positions_angstrom": [[-0.5556, 0.2073, -0.4778], [-2.7907, 0.7980, -0.9563], [-1.8809, 1.3783, -2.3312], [-2.3873, 1.7459, -3.5800], [-1.4891, 2.0967, -4.5610], [-0.1084, 2.0488, -4.3125], [0.3256, 1.6490, -3.0768], [-0.5586, 1.3490, -2.1030], [-3.4554, 1.7383, -3.7445], [-1.8456, 2.3954, -5.5382], [0.6074, 2.3105, -5.0776], [1.3697, 1.5652, -2.8170], [-1.8409, -0.8358, 3.2921], [-2.4871, -2.1073, 3.3464], [-3.0364, -2.5203, 4.5444], [-3.7081, -3.7346, 4.6064], [-3.8212, -4.5153, 3.4687], [-3.2594, -4.0935, 2.2696], [-2.5862, -2.8847, 2.2078], [-1.8736, -2.4181, 0.6593], [-1.1016, -0.8996, 1.0697], [-1.2487, -0.3059, 2.2280], [-0.7498, 1.1045, 2.3455], [-0.6095, 1.7727, 3.5467], [-0.2121, 3.1051, 3.5159], [0.0250, 3.7118, 2.2976], [-0.1082, 2.9565, 1.1408], [-0.4783, 1.6836, 1.1720], [-1.9441, -0.2585, 4.1091], [-2.9471, -1.8997, 5.4281], [-4.1389, -4.0610, 5.5421], [-4.3465, -5.4593, 3.5072], [-3.3478, -4.7117, 1.3846], [-0.7827, 1.2903, 4.4985], [-0.0965, 3.6566, 4.4389], [0.3183, 4.7497, 2.2320], [0.0825, 3.3784, 0.1633], [-0.4723, -2.7503, -5.6900], [0.1506, -2.6759, -3.7212], [0.9397, -3.6721, -3.1614], [1.3141, -3.5607, -1.8322], [0.9043, -2.4589, -1.1082], [0.1548, -1.4874, -1.6474], [-0.2253, -1.6063, -2.9271], [1.2515, -4.5233, -3.7518], [1.9171, -4.3213, -1.3573], [1.1826, -2.3403, -0.0701], [-0.8603, -0.8271, -3.3267], [2.2107, 0.2744, 0.2546], [3.3627, 1.3947, -0.2278], [4.6619, 1.2149, -0.0901], [5.5812, 2.2266, -0.6102], [4.7377, 3.4608, -0.9695], [2.9943, 2.9311, -0.9392], [4.9981, 0.3452, 0.2989], [6.0965, 1.8343, -1.4871], [6.3243, 2.4624, 0.1489], [4.9735, 3.8219, -1.9662], [4.8701, 4.2710, -0.2578]], "forces_ev_per_a": [[0.113, 0.366, -0.129], [0.358, -0.169, -0.164], [-0.259, 0.103, -0.246], [0.001, 0.028, 0.168], [0.126, 0.013, -0.067], [-0.056, 0.012, -0.019], [-0.096, 0.006, 0.076], [0.008, 0.023, 0.044], [0.004, 0.016, -0.028], [-0.010, -0.003, 0.002], [-0.012, 0.005, -0.009], [0.070, -0.023, -0.014], [-0.034, -0.130, -0.052], [0.125, 0.268, -0.021], [-0.069, -0.128, -0.009], [0.039, 0.058, -0.010], [-0.011, -0.009, -0.007], [0.007, -0.011, 0.019], [-0.048, -0.197, 0.030], [0.225, 0.355, 0.218], [-0.294, -0.200, 0.177], [0.039, 0.070, -0.023], [-0.026, -0.181, -0.018], [0.022, 0.080, -0.014], [-0.021, -0.057, 0.053], [0.017, 0.013, -0.110], [-0.028, 0.012, 0.113], [0.012, -0.131, 0.080], [-0.013, 0.032, 0.018], [0.009, 0.015, -0.006], [-0.007, -0.007, -0.005], [0.004, -0.002, -0.005], [0.004, 0.001, -0.003], [0.013, 0.010, 0.005], [0.002, 0.002, -0.001], [-0.003, 0.000, 0.017], [0.024, 0.021, -0.022], [-0.039, -0.006, -0.127], [0.024, 0.038, 0.149], [0.005, -0.018, -0.018], [-0.010, 0.013, 0.021], [0.046, 0.018, -0.037], [-0.100, -0.136, 0.028], [-0.016, -0.049, 0.038], [0.000, 0.000, -0.001], [0.004, -0.001, -0.009], [0.001, -0.006, -0.001], [0.005, -0.015, -0.028], [-0.051, -0.170, -0.080], [-0.122, 0.025, 0.029], [-0.003, 0.019, 0.038], [-0.031, -0.033, -0.001], [0.057, -0.018, -0.013], [-0.001, 0.039, -0.050], [0.023, 0.011, -0.008], [-0.018, -0.031, 0.007], [0.012, 0.031, -0.020], [0.006, 0.043, 0.020], [-0.025, -0.013, 0.021]], "mulliken_charge": [-0.45, -0.28, 0.79, -0.72, -0.29, -0.85, -0.21, 0.12, 0.50, 0.44, 0.48, 0.49, -0.02, 0.03, -0.68, -0.66, -0.72, -0.75, 1.03, -0.07, 0.16, 0.72, 0.74, -0.78, -0.63, -0.96, -0.23, 0.43, 0.12, 0.41, 0.41, 0.41, 0.42, 0.47, 0.46, 0.46, 0.61, 0.17, -0.71, -0.06, -1.13, -0.18, 0.53, 0.09, 0.42, 0.47, 0.50, 0.23, -0.43, 0.45, -0.22, -0.62, -0.50, 0.00, 0.25, 0.31, 0.32, 0.35, 0.34], "homo_energy_ev": [-12.914, -12.960], "spin_multiplicity": 5, "charge": 2, "homo_lumo_gap_ev": [5.7569, 6.9189], "s_squared": 6.12, "relative_energy_kj_mol": 27.24}